Below is 12 unconnected molecules or ions with the total composition C43H119N15O14 at a distorted geometry, with properties calculated with the ωB97M-V functional and the def2-TZVPD basis.

CARTESIAN COORDINATES (ANGSTROEM)
C  -1.277  -7.704  6.554
O  -0.288  -6.751  6.956
C  0.908  -7.308  7.322
C  1.934  -6.208  7.629
C  3.305  -6.656  7.565
N  1.847  -5.704  8.997
H  -0.916  -8.644  6.136
H  -1.802  -7.239  5.720
H  -1.930  -8.115  7.325
H  0.944  -7.946  8.205
H  1.243  -7.864  6.446
H  1.700  -5.385  6.953
H  4.021  -5.858  7.763
H  3.497  -6.919  6.525
H  3.434  -7.488  8.257
H  0.851  -5.554  9.069
H  2.148  -4.754  9.160
C  -4.908  7.556  -0.990
O  -4.117  8.773  -0.911
C  -4.543  9.699  -1.873
C  -3.414  10.727  -1.976
C  -3.700  12.004  -2.759
N  -2.148  10.168  -2.607
H  -4.939  7.041  -1.950
H  -5.930  7.841  -0.741
H  -4.461  6.897  -0.246
H  -4.747  9.406  -2.903
H  -5.453  10.212  -1.563
H  -3.347  10.914  -0.905
H  -4.051  11.787  -3.768
H  -2.772  12.497  -3.051
H  -4.442  12.575  -2.201
H  -2.272  9.777  -3.530
H  -1.875  9.372  -2.048
C  4.555  6.131  4.561
O  5.454  6.322  5.685
C  6.508  5.435  5.807
C  7.225  5.380  7.205
C  8.389  4.383  7.293
N  6.362  5.054  8.303
H  3.820  5.357  4.779
H  4.984  5.975  3.571
H  4.119  7.122  4.433
H  6.075  4.444  5.677
H  7.159  5.705  4.976
H  7.603  6.401  7.150
H  9.074  4.753  8.056
H  8.698  4.284  6.252
H  8.049  3.376  7.535
H  6.270  4.051  8.371
H  5.392  5.329  8.240
C  -6.747  -0.813  -7.759
O  -6.798  0.458  -8.359
C  -5.627  1.292  -8.195
C  -5.322  1.926  -9.547
C  -6.539  2.630  -10.094
N  -4.729  0.904  -10.446
H  -6.157  -1.569  -8.278
H  -7.748  -1.211  -7.596
H  -6.200  -0.781  -6.817
H  -5.764  2.118  -7.497
H  -4.809  0.619  -7.938
H  -4.633  2.740  -9.323
H  -6.557  2.613  -11.184
H  -6.628  3.633  -9.676
H  -7.455  2.082  -9.871
H  -4.687  1.434  -11.305
H  -5.420  0.188  -10.617
C  2.513  -1.096  -5.896
O  2.773  -0.829  -7.260
C  1.700  -1.186  -8.112
C  2.084  -1.090  -9.658
C  2.378  0.413  -10.047
N  0.835  -1.387  -10.365
H  1.583  -0.599  -5.620
H  3.195  -0.733  -5.127
H  2.376  -2.161  -5.708
H  1.464  -2.223  -7.874
H  0.839  -0.589  -7.811
H  2.917  -1.709  -9.993
H  3.323  0.724  -9.601
H  1.560  0.991  -9.615
H  2.385  0.562  -11.127
H  0.150  -0.734  -10.013
H  0.900  -1.091  -11.329
C  -2.394  4.240  5.704
O  -2.348  5.553  5.089
C  -3.475  6.280  5.227
C  -3.286  7.604  4.495
C  -2.126  8.391  5.199
N  -4.404  8.523  4.658
H  -1.479  3.740  5.386
H  -3.232  3.699  5.265
H  -2.410  4.222  6.794
H  -4.295  5.716  4.782
H  -3.644  6.359  6.301
H  -2.861  7.448  3.504
H  -2.094  8.307  6.285
H  -2.245  9.465  5.053
H  -1.189  7.961  4.846
H  -5.289  8.214  4.284
H  -4.176  9.471  4.393
C  -7.048  -6.899  -1.905
O  -6.242  -7.844  -1.073
C  -6.606  -9.290  -1.138
C  -5.889  -10.097  -0.014
C  -4.384  -9.924  -0.109
N  -6.394  -11.487  0.079
H  -8.057  -7.265  -2.096
H  -6.519  -6.868  -2.858
H  -7.030  -5.940  -1.387
H  -7.645  -9.598  -1.027
H  -6.378  -9.796  -2.076
H  -6.156  -9.667  0.951
H  -4.111  -9.012  -0.640
H  -3.969  -10.754  -0.680
H  -3.825  -9.904  0.827
H  -6.735  -11.955  -0.748
H  -5.624  -12.033  0.439
C  -1.605  -2.191  0.433
O  -1.626  -0.740  0.210
C  -0.358  -0.196  0.534
C  -0.159  1.405  0.245
N  0.178  1.746  -1.051
C  0.317  3.188  -1.242
C  1.193  3.451  -2.537
O  0.281  3.897  -3.592
C  0.670  3.787  -4.969
H  -0.792  -2.584  -0.177
H  -2.595  -2.531  0.127
H  -1.452  -2.460  1.478
H  0.546  -0.594  0.073
H  -0.195  -0.282  1.608
H  0.681  1.656  0.892
H  -0.869  2.091  0.706
H  1.092  1.338  -1.187
H  0.669  3.664  -0.327
H  -0.603  3.696  -1.534
H  1.867  2.599  -2.628
H  1.820  4.336  -2.426
H  1.426  4.558  -5.117
H  -0.197  3.882  -5.623
H  1.067  2.801  -5.211
C  9.852  -4.461  -1.219
O  8.682  -5.182  -1.272
C  7.722  -4.842  -2.202
C  6.361  -5.184  -1.838
N  6.073  -6.635  -1.609
C  4.856  -6.852  -0.943
C  3.541  -6.671  -1.749
O  3.359  -7.789  -2.581
C  2.112  -7.931  -3.122
H  10.478  -4.748  -2.064
H  10.360  -4.733  -0.294
H  9.533  -3.423  -1.122
H  8.006  -5.272  -3.163
H  7.854  -3.775  -2.382
H  5.704  -4.926  -2.668
H  6.030  -4.613  -0.970
H  6.827  -7.089  -1.115
H  4.794  -6.358  0.027
H  4.742  -7.888  -0.624
H  3.541  -5.733  -2.304
H  2.746  -6.481  -1.028
H  2.028  -8.900  -3.613
H  1.770  -7.045  -3.659
H  1.365  -8.020  -2.333
N  2.512  -0.502  6.879
C  3.527  -0.302  7.736
N  3.242  -0.794  8.948
O  4.562  0.159  7.382
H  1.639  -0.962  7.093
H  2.563  -0.140  5.937
H  4.042  -0.823  9.564
H  2.281  -1.080  9.072
N  -6.230  -0.489  2.460
C  -6.691  -0.445  3.690
N  -7.858  0.104  3.689
O  -6.065  -0.702  4.656
H  -5.265  -0.784  2.416
H  -6.611  0.050  1.696
H  -8.168  0.110  4.650
H  -8.193  0.748  2.987
N  6.241  1.313  2.517
C  5.956  0.979  1.299
N  6.859  1.599  0.550
O  5.078  0.244  0.975
H  6.784  2.163  2.566
H  5.879  0.898  3.364
H  6.863  1.367  -0.433
H  7.529  2.288  0.860

Atomic forces in eV per Å
0.062 -0.035 -0.711
-2.024 -0.225 0.378
2.144 0.149 0.109
-0.866 1.570 0.284
1.844 -0.818 -1.872
-2.524 -0.142 0.936
1.050 0.089 -0.219
-0.469 0.052 0.405
-0.199 0.873 0.485
-0.694 -0.414 0.186
0.584 -0.382 0.079
0.222 -0.001 -0.566
-0.115 -0.012 0.412
0.453 -0.649 -0.039
0.331 -0.018 -0.157
-0.652 -0.125 0.896
0.863 0.102 -0.608
0.437 0.912 0.901
-0.697 -1.616 -1.333
0.359 1.737 -0.807
0.789 -0.434 -1.237
-0.411 -0.708 -0.127
-0.639 0.071 1.846
0.438 0.342 -0.293
-0.197 -0.326 0.221
-0.330 -0.054 -0.002
0.040 -1.239 -0.038
-0.316 0.066 0.362
1.373 0.542 -0.032
-0.736 -0.360 0.011
0.032 0.426 1.022
0.224 0.553 -0.394
-0.613 0.250 -0.268
0.255 -0.167 0.181
0.531 0.981 0.902
-1.388 1.146 0.040
-0.004 -2.105 -0.300
-0.788 0.506 -1.521
-0.997 0.518 -1.175
-0.840 -0.012 0.770
-0.036 0.031 -0.008
0.817 -0.539 0.188
-0.564 -0.210 0.308
0.229 -0.672 -0.467
0.880 -0.528 0.086
0.305 0.280 1.412
0.392 -0.294 -0.520
1.244 0.146 0.226
-0.193 0.088 0.326
0.382 -0.228 0.048
0.018 0.857 -0.327
0.716 -0.176 0.746
0.028 0.348 0.063
-0.369 -0.877 -1.085
0.026 -0.589 0.711
-1.086 -0.394 -0.321
-0.084 1.382 0.330
-0.054 0.073 -0.883
-0.005 0.278 -0.077
-0.354 0.259 0.531
-0.312 -0.369 0.528
0.268 0.381 0.327
0.788 -0.364 -0.278
0.395 0.601 -0.105
-0.072 0.081 -0.288
-0.018 -0.020 0.340
0.426 -0.418 -0.637
-0.278 -0.194 0.100
-1.304 -0.055 0.063
1.277 0.503 0.163
1.364 -0.953 -0.422
-1.280 2.778 0.485
0.527 -1.085 1.216
-0.266 -0.911 0.059
-0.459 -0.032 0.062
0.833 0.232 -0.898
-0.001 -0.262 -0.130
-0.335 -0.292 -0.291
-0.337 0.309 -0.596
-0.244 -0.350 0.432
0.018 0.329 -0.120
0.083 0.259 -0.046
0.134 -0.144 0.028
-0.356 -0.039 0.314
0.329 -0.279 -0.302
0.387 0.770 -1.348
2.766 -2.335 0.137
-1.574 0.514 -0.059
1.348 1.908 2.168
0.092 -0.802 0.082
-0.552 -0.838 -0.009
-0.022 0.054 0.017
-0.215 -0.166 0.278
-0.299 0.440 0.081
-0.684 -0.026 -0.063
-0.643 0.806 0.169
-0.723 -0.350 -0.492
-0.416 -0.406 0.112
0.415 -0.045 -0.583
0.211 0.570 -0.073
0.072 0.123 -0.242
-0.164 -0.227 -0.193
1.403 -1.889 0.507
-1.794 -1.457 -0.398
0.448 -0.040 0.694
-0.415 1.109 0.169
0.783 -0.497 -0.699
0.490 0.381 0.261
-0.062 0.049 0.333
-0.154 0.428 -0.124
-0.067 -0.177 -0.112
-0.636 1.170 0.291
0.714 0.552 -0.559
-0.368 0.387 -0.095
-0.172 0.077 0.038
0.138 -0.080 -0.216
-0.378 -0.080 0.260
0.201 0.415 -0.404
-0.128 -0.347 0.053
-0.217 1.628 -0.547
0.985 -1.004 0.125
-0.206 3.180 0.385
-0.605 -1.983 3.204
0.078 0.534 -2.362
0.509 0.154 -1.920
-0.913 1.710 0.887
-0.218 -1.671 0.104
0.504 -0.233 1.174
-0.186 -0.422 -0.035
0.252 -0.184 -0.142
0.116 0.214 0.163
-0.319 -0.848 -0.575
-0.013 -0.142 0.277
0.667 -0.293 0.578
-0.999 -0.489 -0.463
0.125 -0.058 -0.510
0.546 0.274 0.002
-0.452 -0.396 0.415
-0.313 -0.297 -1.135
0.384 -0.084 0.545
0.039 -0.013 -0.687
-0.086 0.519 0.351
0.330 -0.117 0.185
-0.173 0.064 0.295
-0.969 -2.249 1.870
2.142 0.930 -1.699
-2.181 -1.551 0.652
1.567 0.877 -1.052
-2.073 -1.059 0.599
1.054 0.776 0.438
1.399 0.081 0.521
-1.628 -0.141 0.735
0.325 0.696 -0.208
0.068 -0.056 -0.061
0.789 0.540 -0.492
-0.141 -0.444 -0.355
-0.662 0.526 -0.018
0.076 0.421 -0.068
0.017 0.248 0.291
0.130 0.156 0.009
-0.255 0.868 0.121
0.519 -0.376 -0.228
0.210 0.103 -0.595
-0.446 -0.708 0.207
0.306 0.417 -0.673
0.206 -0.129 -0.822
-0.285 0.018 0.539
-2.032 0.073 -2.035
-1.327 -1.168 -0.456
0.228 0.048 0.820
2.584 1.356 -0.341
0.362 0.123 0.175
0.281 -0.010 0.347
-0.791 -0.240 0.471
0.698 -0.165 0.983
2.864 -1.197 -3.192
1.057 1.480 -2.150
-4.852 1.311 2.068
1.813 -1.922 3.328
-0.100 0.237 -0.463
0.120 -0.359 0.271
-0.840 0.812 -0.301
-0.028 -0.352 0.430
0.628 1.499 5.249
0.174 -0.071 0.086
1.412 0.779 -4.494
-1.598 -1.749 -1.487
-0.126 -0.478 1.027
-0.257 0.205 -0.447
-0.009 0.340 0.133
-0.262 -0.519 -0.040

Results
Frontier orbital gap in eV: 8.61
SMILES string: COC[C@H](C)N.COC[C@H](C)N.COC[C@H](C)N.COC[C@H](C)N.COC[C@H](C)N.COC[C@H](C)N.COC[C@H](C)N.COCCNCCOC.COCCNCCOC.NC(N)=O.NC(N)=O.NC(N)=O
Largest force on an atom in eV/A: 5.5
Highest occupied orbital energy in eV: -8.57
Molecular weight in Da: 1070.52
Energy in a.u.: -3583.97971